Model P:
C3H11N4 | ωB97M-V/def2-TZVPD

Its total charge is +1. For the LUMO energy, the calculation gives -0.10542 Eh. For the gap between HOMO and LUMO, the calculation gives 11.3 eV. The HOMO energy comes out at -14.16 eV.

Positions of all 18 atoms, in Å:
C -1.011 -0.630 1.941
C 0.702 0.593 -2.010
C 2.353 -0.769 -1.019
N 0.137 -0.754 1.398
N -1.950 0.245 1.553
N 1.282 -0.142 -0.925
N -1.983 1.275 0.665
H -1.345 -1.183 2.783
H -0.379 0.070 -2.236
H 0.529 1.616 -1.780
H 1.279 0.705 -2.924
H 2.809 -0.889 -2.045
H 2.559 -1.323 -0.120
H -1.084 1.697 0.316
H 0.633 -1.485 1.759
H -2.686 0.287 2.337
H 0.534 -0.259 0.468
H -2.379 0.945 -0.164

Results of the natural (NBO) charge analysis, in e, for atoms 1 through 8: atom 1 (C): 0.3680, atom 2 (C): -0.4494, atom 3 (C): 0.0091, atom 4 (N): -0.7293, atom 5 (N): -0.3751, atom 6 (N): -0.4565, atom 7 (N): -0.6171, atom 8 (H): 0.2199

=====

Model Q:
C3H11N4 | ωB97M-V/def2-TZVPD

Its total charge is +1. For the LUMO energy, the calculation gives -0.12667 Eh. For the gap between HOMO and LUMO, the calculation gives 9.4 eV. The HOMO energy comes out at -12.87 eV.

Positions of all 18 atoms, in Å:
N -0.818 1.995 0.143
C 0.407 2.491 0.581
N 1.355 1.691 0.899
H -0.654 1.167 -0.428
H -1.400 2.650 -0.360
H 0.426 3.587 0.666
H 2.118 2.286 1.239
C -0.221 -1.296 0.278
C -0.051 -1.597 -1.074
N 0.808 -0.926 -1.911
N -1.118 -2.229 1.091
H 0.294 -0.472 0.770
H -0.779 -2.316 -1.506
H 0.471 -0.865 -2.893
H 1.205 -0.048 -1.540
H -1.561 -1.676 1.845
H -0.654 -3.068 1.469
H -1.870 -2.558 0.479

Results of the natural (NBO) charge analysis, in e, for atoms 1 through 8: atom 1 (N): -0.8194, atom 2 (C): 0.2844, atom 3 (N): -0.7425, atom 4 (H): 0.3691, atom 5 (H): 0.3911, atom 6 (H): 0.1705, atom 7 (H): 0.3638, atom 8 (C): -0.2580

=====

The most stable arrangement is model Q, and the next structure is 0.0454 hartree less stable.

=====

Model P:
C5H9P | ωB97M-V/def2-TZVPD

For the LUMO energy, the calculation gives 0.03879 Eh. For the gap between HOMO and LUMO, the calculation gives 9.8 eV. The HOMO energy comes out at -8.72 eV.

Positions of all 15 atoms, in Å:
C -1.724 0.841 -0.976
C -2.146 1.167 0.207
C -0.837 0.418 0.169
C -0.819 -1.044 0.585
C 1.894 0.451 -0.611
P 0.707 1.404 0.448
H -1.853 0.822 -2.030
H -2.874 1.612 0.839
H -0.431 -1.148 1.598
H -0.197 -1.637 -0.084
H -1.829 -1.451 0.558
H 1.620 0.593 -1.656
H 1.895 -0.609 -0.372
H 2.892 0.858 -0.457
H 1.059 0.761 1.643

Results of the natural (NBO) charge analysis, in e, for atoms 1 through 8: atom 1 (C): -0.1841, atom 2 (C): -0.1646, atom 3 (C): -0.3419, atom 4 (C): -0.6294, atom 5 (C): -0.9179, atom 6 (P): 0.5468, atom 7 (H): 0.2257, atom 8 (H): 0.2265

=====

Model Q:
C5H9P | ωB97M-V/def2-TZVPD

For the LUMO energy, the calculation gives 0.01604 Eh. For the gap between HOMO and LUMO, the calculation gives 8.7 eV. The HOMO energy comes out at -8.22 eV.

Positions of all 15 atoms, in Å:
C 0.659 -0.232 0.000
C 1.756 0.478 0.233
C -2.619 0.522 0.461
C 3.125 0.085 -0.101
C -3.398 -0.583 -0.264
P -0.977 0.480 0.546
H 0.610 -1.148 -0.458
H 1.434 1.346 0.836
H 3.328 0.312 -1.074
H 3.849 0.648 0.479
H 3.247 -0.986 -0.251
H -4.355 -0.562 0.028
H -2.984 -1.696 -0.223
H -3.278 -0.292 -1.397
H -0.397 1.628 1.185

Results of the natural (NBO) charge analysis, in e, for atoms 1 through 8: atom 1 (C): -0.4945, atom 2 (C): -0.1374, atom 3 (C): -0.4776, atom 4 (C): -0.6654, atom 5 (C): -0.6815, atom 6 (P): 0.7595, atom 7 (H): 0.2061, atom 8 (H): 0.2057

=====

The most stable arrangement is model P, and the next structure is 0.0856 hartree less stable.

=====

Model P:
C12H33NO7 | ωB97M-V/def2-TZVPD

For the LUMO energy, the calculation gives 0.01490 Eh. For the gap between HOMO and LUMO, the calculation gives 10.0 eV. The HOMO energy comes out at -9.56 eV.

Positions of all 53 atoms, in Å:
C -0.007 -4.015 0.541
O -0.012 -5.404 0.890
H -0.885 -3.640 0.014
H 0.094 -3.411 1.442
H 0.933 -3.802 0.033
H -0.695 -5.461 1.563
C -3.334 0.752 -4.243
O -2.314 -0.049 -4.862
H -3.692 0.275 -3.330
H -3.012 1.771 -4.028
H -4.214 0.904 -4.867
H -1.928 0.352 -5.644
C -1.568 -0.470 2.999
O -2.265 -1.178 1.968
H -0.504 -0.701 2.950
H -1.528 0.596 2.777
H -1.888 -0.686 4.018
H -1.858 -1.037 1.110
C 3.209 -1.583 0.203
O 3.999 -1.733 1.437
H 3.345 -2.499 -0.371
H 2.176 -1.320 0.430
H 3.749 -0.802 -0.332
H 4.765 -2.261 1.201
C -3.320 3.047 -0.370
O -2.833 4.137 -1.096
H -2.613 2.577 0.314
H -4.239 3.325 0.146
H -3.720 2.270 -1.021
H -1.922 3.938 -1.328
C -1.426 -0.072 -1.132
O -0.608 -0.688 -0.200
H -2.485 -0.092 -0.875
H -1.227 0.998 -1.179
H -1.267 -0.419 -2.154
H 0.132 -1.038 -0.702
C 1.808 -1.238 -3.214
O 1.044 -1.724 -2.146
H 2.355 -0.362 -2.868
H 2.603 -1.935 -3.480
H 1.215 -0.913 -4.069
H 0.661 -2.570 -2.387
N 1.319 2.712 1.487
C 1.613 1.419 1.917
C 2.273 1.106 3.107
C 2.720 2.180 3.918
C 2.482 3.461 3.453
C 1.759 3.705 2.304
H 1.141 0.568 1.449
H 2.310 0.054 3.349
H 3.241 2.044 4.855
H 2.897 4.218 4.101
H 1.524 4.689 1.925

Results of the natural (NBO) charge analysis, in e, for atoms 1 through 8: atom 1 (C): -0.2642, atom 2 (O): -0.7173, atom 3 (H): 0.1710, atom 4 (H): 0.1727, atom 5 (H): 0.1717, atom 6 (H): 0.4639, atom 7 (C): -0.2520, atom 8 (O): -0.7383

=====

Model Q:
C12H33NO7 | ωB97M-V/def2-TZVPD

For the LUMO energy, the calculation gives 0.01413 Eh. For the gap between HOMO and LUMO, the calculation gives 6.6 eV. The HOMO energy comes out at -6.25 eV.

Positions of all 53 atoms, in Å:
N 17.841 -58.395 -57.534
H 17.105 -58.421 -58.138
H 17.596 -57.840 -56.675
H 18.670 -57.966 -57.948
H 18.150 -59.218 -57.310
O 19.867 -59.149 -55.391
H 20.462 -59.567 -55.848
C 21.244 -56.610 -57.694
O 19.937 -55.988 -57.869
C 19.501 -55.275 -56.854
C 18.157 -54.748 -57.101
O 17.299 -55.552 -57.181
C 16.016 -55.177 -56.620
C 14.881 -56.049 -57.126
O 15.176 -57.395 -56.627
C 14.167 -58.464 -56.982
H 21.891 -55.835 -57.498
H 21.754 -57.207 -58.675
H 21.042 -57.445 -56.973
H 20.081 -54.339 -56.643
H 19.280 -55.826 -55.928
H 18.202 -54.276 -58.056
H 17.735 -54.121 -56.359
H 15.878 -54.082 -57.065
H 15.915 -55.055 -55.659
H 14.615 -55.890 -58.291
H 13.996 -55.812 -56.616
H 13.703 -58.186 -57.886
H 13.403 -58.360 -56.296
H 14.525 -59.499 -56.943
C 18.909 -58.983 -60.782
O 17.868 -58.134 -60.429
C 16.583 -58.550 -60.941
C 16.181 -59.998 -60.742
O 16.513 -60.194 -59.488
C 16.146 -61.480 -59.125
C 16.540 -61.706 -57.635
O 17.888 -61.650 -57.552
C 18.314 -61.895 -56.274
H 18.739 -59.608 -61.635
H 18.932 -59.683 -59.962
H 19.850 -58.467 -60.919
H 16.655 -58.305 -62.063
H 15.908 -57.873 -60.345
H 16.804 -60.473 -61.335
H 15.050 -60.104 -60.970
H 16.765 -62.213 -59.615
H 14.891 -61.973 -59.198
H 16.142 -62.753 -57.302
H 16.058 -61.042 -56.962
H 18.039 -63.100 -56.015
H 18.133 -61.444 -55.515
H 19.517 -61.706 -56.018

Results of the natural (NBO) charge analysis, in e, for atoms 1 through 8: atom 1 (N): -0.8171, atom 2 (H): 0.4164, atom 3 (H): 0.4673, atom 4 (H): 0.4513, atom 5 (H): 0.4287, atom 6 (O): -1.3389, atom 7 (H): 0.3859, atom 8 (C): -0.2704

=====

The most stable arrangement is model P, and the next structure is 0.3792 hartree less stable.

=====

Model P:
CH2N2S2 | ωB97M-V/def2-TZVPD

For the LUMO energy (spin up / spin down), the calculation gives -0.05953 / -0.05952 Eh. For the gap between HOMO and LUMO (spin up / spin down), the calculation gives 7.2 / 7.2 eV. The HOMO energy (spin up / spin down) comes out at -8.81 / -8.81 eV.

Positions of all 7 atoms, in Å:
C 0.034 -1.392 -1.835
N -0.924 -0.873 -2.203
N 0.562 -0.420 1.207
S -0.635 0.625 1.530
S 1.919 -0.627 2.140
H -1.514 0.115 0.658
H 0.871 -1.888 -1.544

The molecule's natural (NBO) atomic charges, reported in e, are given here: atom 1 (C): 0.1006, atom 2 (N): -0.3247, atom 3 (N): -0.7287, atom 4 (S): 0.4063, atom 5 (S): 0.2040, atom 6 (H): 0.1200, atom 7 (H): 0.2226

=====

Model Q:
CH2N2S2 | ωB97M-V/def2-TZVPD

For the LUMO energy (spin up / spin down), the calculation gives -0.07075 / -0.07077 Eh. For the gap between HOMO and LUMO (spin up / spin down), the calculation gives 7.5 / 7.5 eV. The HOMO energy (spin up / spin down) comes out at -9.41 / -9.41 eV.

Positions of all 7 atoms, in Å:
C 1.158 0.974 0.627
N 0.769 0.724 1.678
N -1.088 -0.860 -0.298
S 1.650 1.392 -0.880
S -0.510 0.098 -1.527
H -1.252 -0.497 0.627
H -0.726 -1.830 -0.227

The molecule's natural (NBO) atomic charges, reported in e, are given here: atom 1 (C): 0.0039, atom 2 (N): -0.3854, atom 3 (N): -0.9079, atom 4 (S): 0.0684, atom 5 (S): 0.4133, atom 6 (H): 0.4138, atom 7 (H): 0.3939

=====

Model R:
CH2N2S2 | ωB97M-V/def2-TZVPD

For the LUMO energy (spin up / spin down), the calculation gives -0.04281 / -0.04322 Eh. For the gap between HOMO and LUMO (spin up / spin down), the calculation gives 8.4 / 8.4 eV. The HOMO energy (spin up / spin down) comes out at -9.53 / -9.55 eV.

Positions of all 7 atoms, in Å:
C -0.454 -0.293 -0.091
N -0.930 -1.398 -0.427
N 1.794 0.453 -0.070
S -1.514 0.955 0.051
S -2.573 -0.728 -0.590
H 1.355 1.218 0.537
H 2.323 -0.207 0.591

The molecule's natural (NBO) atomic charges, reported in e, are given here: atom 1 (C): 0.1389, atom 2 (N): -0.5553, atom 3 (N): -0.7984, atom 4 (S): 0.2196, atom 5 (S): 0.3233, atom 6 (H): 0.3264, atom 7 (H): 0.3454

=====

The most stable arrangement is model Q, and the next structure is 0.0503 hartree less stable.